(1)
Molecular formula: C6H10
Method: DFT, ωB97M-V with the def2-TZVPD basis set

Geometry as XYZ:
```
16
Properties=species:S:1:pos:R:3:forces:R:3:lowdin_charge:R:1
C 2.733 0.321 0.316 -0.0638 -0.0623 0.0983 -0.1044
C 1.875 -0.900 0.531 -0.1568 0.0484 -0.2280 -0.1678
C 0.597 -0.846 0.291 -0.0091 -0.2274 -0.5102 -0.0561
C -0.553 -0.802 -0.322 0.5215 -0.0965 0.2743 -0.1477
C -1.869 -0.343 0.204 0.0659 -0.0027 -0.0865 -0.2661
C -2.206 0.988 -0.476 -0.0514 0.0027 0.0756 -0.1162
H 2.103 1.178 0.040 0.2100 -0.2629 0.1188 0.0760
H 3.275 0.561 1.232 0.1686 0.1194 -0.1347 0.0655
H 3.440 0.139 -0.500 0.0458 0.0605 0.2045 0.0722
H -0.456 -1.048 -1.376 -0.3675 0.0310 -0.1603 0.1163
H 2.310 -1.872 0.752 0.1654 0.2341 0.3321 0.1007
H -1.806 -0.225 1.291 -0.1262 -0.0441 -0.1690 0.1097
H -2.617 -1.108 -0.030 -0.0952 0.2136 0.1266 0.1045
H -2.149 0.877 -1.566 -0.1395 0.0520 0.1837 0.0723
H -3.205 1.326 -0.195 0.0427 0.0903 -0.1044 0.0656
H -1.472 1.754 -0.191 -0.2105 -0.1563 -0.0208 0.0754
```
Positions in Å, forces in eV/Å.

The SMILES is CC=C=CCC. Its charge is 0. Its energy is -234.547928 hartree. The calculation puts the energy relative to the best compared isomer or geometry (same formula, charge and spin) at 1.485 eV. The calculation puts the gap between HOMO and LUMO at 10.28 eV. The LUMO energy is 0.0405 Ha. The value obtained for the largest force on an atom is 0.6 eV/A.

=====

(2)
Molecular formula: C4H7N2P
Method: DFT, ωB97M-V with the def2-TZVPD basis set

Geometry as XYZ:
```
14
Properties=species:S:1:pos:R:3:forces:R:3:lowdin_charge:R:1
C 0.459 1.295 0.198 -3.4567 -3.7485 -1.1665 0.2431
C -0.038 0.442 1.087 0.7627 -1.0151 -2.0546 -0.4995
C -0.193 -0.324 -1.581 1.2614 2.5795 3.4717 -0.4086
C -0.032 0.674 2.549 -0.2380 -0.3708 3.2756 -0.0804
N -0.430 -0.821 0.692 -0.9926 -0.1034 2.8551 -0.0121
N -0.512 -1.097 -0.592 1.0724 2.1470 -1.5397 -0.1543
P -0.358 -0.501 -3.309 -1.3743 1.7755 -0.5899 0.7646
H 1.122 1.906 -0.224 2.2158 2.4357 -1.2048 -0.0113
H 0.540 -0.205 3.001 -0.7844 1.1450 -0.4601 0.0962
H 0.408 1.621 3.014 -0.3256 -1.1343 -1.4092 0.0942
H -1.078 0.636 3.017 1.2948 -0.1569 -0.9922 0.0974
H -0.777 -2.032 -0.775 -0.5802 -1.2420 0.1589 0.1302
H 0.077 -1.756 -3.361 0.9363 -2.1506 -0.4666 -0.1538
H 0.812 0.161 -3.718 0.2083 -0.1610 0.1224 -0.1057
```
Positions in Å, forces in eV/Å.

Its charge is 0. Its energy is -607.224955 hartree. The calculation puts the energy relative to the best compared isomer or geometry (same formula, charge and spin) at 6.377 eV. The calculation puts the gap between HOMO and LUMO (spin up / spin down) at 7.33 / 7.33 eV. The LUMO energy (spin up / spin down) is -0.0031 / -0.0030 Ha. The value obtained for the largest force on an atom is 5.2 eV/A.

=====

(3)
Molecular formula: C4H3LiOY
Method: DFT, ωB97M-V with the def2-TZVPD basis set

Geometry as XYZ:
```
10
Properties=species:S:1:pos:R:3:forces:R:3:lowdin_spin:R:1
O -1.602 0.560 0.145 -0.0753 -0.9319 1.8832 -0.0625
C -2.587 1.284 -0.423 -0.1797 0.0179 0.1663 -0.5389
Li 0.061 0.712 -0.646 0.7117 0.2462 -0.5585 0.0457
Y -2.047 -0.582 1.974 -0.0070 0.7752 -1.5507 0.6127
H -3.279 1.796 0.254 0.1917 0.0522 -0.6119 -0.0300
H -2.517 1.435 -1.505 -0.3894 -0.0248 0.4759 -0.0295
C 3.341 -1.951 0.442 2.6629 2.1179 -0.8996 0.5132
C 2.557 -1.480 -0.427 -1.3547 1.4601 0.9846 0.0382
C 1.893 -0.395 -0.793 -0.2559 -1.6602 -0.2498 0.4340
H 4.179 -1.378 0.980 -1.3044 -2.0525 0.3605 0.0171
```
Positions in Å, forces in eV/Å.

As for the expectation value of S²: 1.72. Its charge is +2. Its energy is -274.355110 hartree. The calculation puts the energy relative to the best compared isomer or geometry (same formula, charge and spin) at 5.180 eV. The calculation puts the gap between HOMO and LUMO (spin up / spin down) at 5.96 / 5.40 eV. Its spin multiplicity is 2. The LUMO energy (spin up / spin down) is -0.3506 / -0.3671 Ha. The value obtained for the largest force on an atom is 3.5 eV/A.